Computed, not measured: the molecule C5H6N4S at a distorted geometry, with wB97M-V/def2-TZVPD.

Each line ends with the natural charge from an NBO analysis.
Positions of all 16 atoms, in Å:
C  -0.169  0.330  -1.685  0.407
C  0.217  -2.116  0.432  0.191
C  0.429  -2.686  2.710  -0.223
C  -0.323  2.454  -0.557  -0.596
C  -0.238  1.783  -1.882  -0.501
N  -0.184  -0.675  -1.085  -0.005
N  -0.050  -1.934  -0.840  -0.405
N  0.431  -1.410  2.510  -0.215
N  0.267  -1.129  1.278  -0.377
S  0.372  -3.652  1.287  0.333
H  0.713  -3.037  3.662  0.214
H  -0.886  3.316  -0.582  0.218
H  0.607  2.748  -0.256  0.217
H  -0.625  1.681  0.116  0.239
H  0.522  2.176  -2.593  0.250
H  -1.083  2.151  -2.516  0.252

For the energy above the lowest of the compared OMol25 structures with the same formula, charge and spin, the calculation gives 3.4637 eV. The value obtained for the HOMO energy is -7.79 eV. For the LUMO energy, the calculation gives 0.41 eV. Its spin multiplicity is 1.

---

Computed, not measured: the molecule C3H4FNO at a distorted geometry, with wB97M-V/def2-TZVPD.

Each line ends with the natural charge from an NBO analysis.
Positions of all 10 atoms, in Å:
H  -1.985  0.494  1.667  0.339
N  -1.496  -0.081  1.012  -0.601
C  -0.910  0.633  0.095  0.134
C  0.108  -0.258  -0.717  -0.599
C  1.504  -0.380  -0.110  0.881
O  2.412  -0.713  -0.737  -0.518
F  1.686  -0.038  1.187  -0.337
H  -1.061  1.686  -0.145  0.177
H  -0.295  -1.264  -0.458  0.274
H  0.037  -0.079  -1.794  0.249

For the energy above the lowest of the compared OMol25 structures with the same formula, charge and spin, the calculation gives 0.5893 eV. The value obtained for the HOMO energy is -10.69 eV. For the LUMO energy, the calculation gives 0.83 eV. Its spin multiplicity is 1. The SMILES is [H]/N=C/CC(=O)F.

---

Computed, not measured: a cluster of 12 separate species, C48H95N12O15PS in total at a distorted geometry, with wB97M-V/def2-TZVPD.

Each line ends with the Löwdin charge.
Positions of all 172 atoms, in Å:
C  4.741  3.875  -0.001  0.141
C  3.752  3.381  0.461  -0.111
C  2.627  2.701  1.185  -0.233
C  3.192  1.427  1.790  -0.124
C  4.507  1.441  2.287  -0.042
C  5.063  0.312  2.866  -0.071
C  4.344  -0.887  2.966  -0.073
C  3.038  -0.894  2.493  -0.074
C  2.475  0.249  1.926  -0.012
C  2.034  3.794  2.108  -0.467
O  0.949  3.379  2.937  -0.013
P  3.185  4.733  3.253  0.469
S  4.183  6.231  2.499  0.134
C  1.380  4.726  1.025  -0.429
O  0.910  5.809  1.224  0.100
N  1.432  4.085  -0.226  0.179
C  1.519  2.621  0.070  -0.480
O  1.924  2.040  -1.125  0.079
O  0.212  2.319  0.491  -0.032
C  -0.306  1.048  0.099  -0.193
C  -1.148  0.527  1.281  -0.205
C  -2.332  1.476  1.582  -0.090
H  5.465  4.424  -0.555  0.046
H  5.130  2.325  2.246  0.102
H  6.080  0.325  3.241  0.102
H  4.801  -1.765  3.400  0.101
H  2.479  -1.820  2.582  0.103
H  1.447  0.190  1.595  0.087
H  1.123  3.540  3.871  0.054
H  2.328  5.275  4.237  -0.011
H  4.003  3.786  3.902  -0.004
H  0.608  4.328  -0.762  0.160
H  2.387  1.209  -0.917  0.076
H  -0.981  1.171  -0.754  0.133
H  0.464  0.313  -0.128  0.087
H  -1.473  -0.502  1.126  0.106
H  -0.491  0.595  2.155  0.096
H  -2.187  2.445  1.098  0.071
H  -3.280  1.082  1.210  0.066
H  -2.414  1.694  2.647  0.068
C  0.788  -3.888  -0.894  -0.046
N  1.199  -2.621  -1.469  -0.167
C  0.645  -2.211  -2.750  -0.035
C  2.072  -1.823  -0.851  -0.339
O  2.467  -0.747  -1.284  -0.009
H  1.048  -4.691  -1.583  0.071
H  -0.294  -3.880  -0.739  0.095
H  1.279  -4.060  0.061  0.054
H  1.455  -2.073  -3.464  0.071
H  0.120  -1.260  -2.634  0.093
H  -0.042  -2.965  -3.122  0.094
H  2.424  -2.228  0.110  0.131
C  5.717  -5.066  -3.273  -0.052
N  4.359  -5.434  -3.625  -0.191
C  4.116  -6.709  -4.280  -0.034
C  3.313  -4.632  -3.369  -0.340
O  2.154  -4.891  -3.644  -0.006
H  6.335  -5.029  -4.171  0.092
H  6.133  -5.804  -2.584  0.089
H  5.730  -4.089  -2.794  0.084
H  3.646  -6.542  -5.250  0.095
H  3.442  -7.314  -3.672  0.091
H  5.056  -7.237  -4.418  0.086
H  3.600  -3.687  -2.875  0.135
C  -1.055  -7.581  2.646  -0.057
N  -0.603  -6.200  2.588  -0.187
C  -1.504  -5.140  3.013  -0.035
C  0.621  -5.865  2.156  -0.348
O  1.048  -4.724  2.088  -0.020
H  -1.936  -7.707  2.015  0.097
H  -1.312  -7.842  3.672  0.092
H  -0.276  -8.251  2.299  0.049
H  -1.677  -4.448  2.188  0.089
H  -1.057  -4.583  3.837  0.094
H  -2.449  -5.569  3.334  0.087
H  1.228  -6.736  1.856  0.136
C  -0.206  7.002  6.972  -0.048
N  -0.236  5.581  6.680  -0.180
C  -1.445  4.996  6.115  -0.031
C  0.819  4.786  6.911  -0.380
O  0.864  3.589  6.672  -0.013
H  -0.986  7.249  7.692  0.093
H  -0.379  7.572  6.059  0.078
H  0.763  7.279  7.385  0.082
H  -1.817  4.217  6.784  0.093
H  -1.212  4.537  5.151  0.090
H  -2.205  5.770  5.975  0.051
H  1.684  5.328  7.332  0.131
C  -3.661  8.564  2.127  -0.050
N  -3.897  8.028  3.453  -0.184
C  -5.238  7.586  3.812  -0.034
C  -2.921  7.922  4.360  -0.335
O  -3.064  7.473  5.491  -0.031
H  -4.286  9.445  1.969  0.089
H  -3.909  7.813  1.375  0.092
H  -2.616  8.846  2.012  0.084
H  -5.591  8.153  4.673  0.096
H  -5.213  6.532  4.079  0.070
H  -5.920  7.729  2.981  0.083
H  -1.944  8.279  3.993  0.136
C  -7.628  2.683  6.550  -0.060
N  -7.169  3.578  5.507  -0.190
C  -6.307  4.694  5.862  -0.031
C  -7.514  3.410  4.217  -0.365
O  -7.163  4.126  3.298  0.007
H  -8.203  3.241  7.292  0.089
H  -6.773  2.216  7.042  0.090
H  -8.260  1.904  6.128  0.081
H  -6.782  5.633  5.574  0.080
H  -5.358  4.612  5.330  0.088
H  -6.122  4.691  6.933  0.090
H  -8.172  2.537  4.059  0.134
C  1.318  -3.003  -6.508  -0.047
N  0.079  -2.743  -7.223  -0.188
C  -0.322  -3.652  -8.282  -0.044
C  -0.710  -1.691  -6.941  -0.365
O  -1.754  -1.429  -7.511  0.002
H  2.148  -2.997  -7.214  0.057
H  1.260  -3.981  -6.028  0.086
H  1.491  -2.245  -5.746  0.068
H  -0.412  -3.109  -9.224  0.084
H  -1.295  -4.088  -8.047  0.091
H  0.418  -4.441  -8.386  0.089
H  -0.317  -1.063  -6.122  0.130
C  4.800  -1.305  -10.737  -0.058
N  3.890  -2.250  -10.121  -0.187
C  2.475  -2.193  -10.450  -0.035
C  4.319  -3.182  -9.248  -0.348
O  3.595  -3.994  -8.695  -0.009
H  4.507  -0.284  -10.480  0.089
H  4.775  -1.418  -11.823  0.088
H  5.815  -1.481  -10.384  0.078
H  1.889  -2.014  -9.547  0.077
H  2.156  -3.143  -10.881  0.095
H  2.293  -1.392  -11.163  0.088
H  5.398  -3.142  -9.066  0.111
C  1.135  -13.142  2.904  -0.056
N  0.495  -11.842  2.834  -0.197
C  1.284  -10.688  2.442  -0.046
C  -0.811  -11.671  3.120  -0.342
O  -1.403  -10.609  3.080  0.012
H  1.951  -13.115  3.629  0.090
H  1.538  -13.411  1.926  0.090
H  0.417  -13.899  3.210  0.083
H  1.270  -9.943  3.239  0.091
H  0.859  -10.238  1.543  0.090
H  2.309  -10.991  2.247  0.087
H  -1.315  -12.609  3.405  0.134
C  -11.874  6.930  3.645  -0.062
N  -10.442  6.748  3.522  -0.193
C  -9.930  5.635  2.731  -0.026
C  -9.563  7.575  4.117  -0.344
O  -8.353  7.476  4.032  0.010
H  -12.322  6.046  4.104  0.088
H  -12.315  7.079  2.657  0.089
H  -12.093  7.798  4.263  0.081
H  -9.321  4.992  3.354  0.057
H  -9.304  6.015  1.924  0.100
H  -10.759  5.068  2.314  0.089
H  -10.047  8.379  4.698  0.132
C  5.749  1.338  -6.164  -0.050
N  6.429  0.324  -6.951  -0.195
C  7.616  0.690  -7.706  -0.037
C  5.997  -0.947  -7.005  -0.340
O  6.527  -1.837  -7.647  -0.007
H  5.414  2.148  -6.814  0.090
H  6.430  1.743  -5.413  0.091
H  4.885  0.909  -5.661  0.085
H  7.455  0.495  -8.767  0.087
H  8.465  0.091  -7.374  0.094
H  7.834  1.744  -7.559  0.087
H  5.092  -1.123  -6.400  0.137

The value obtained for the HOMO energy is -7.87 eV. For the LUMO energy, the calculation gives 0.33 eV. Its spin multiplicity is 1. The SMILES is C#C[C@@]1(c2ccccc2)[C@@](O)([PH2]=S)C(=O)N[C@]1(O)OCCC.CN(C)C=O.CN(C)C=O.CN(C)C=O.CN(C)C=O.CN(C)C=O.CN(C)C=O.CN(C)C=O.CN(C)C=O.CN(C)C=O.CN(C)C=O.CN(C)C=O.

---

no.,total energy (eV)
1,-22073.5052
2,-9430.0273
3,-120032.7533